Formula: C8H14NO
Source: the OMol25 dataset
Level of theory: the ωB97M-V functional and the def2-TZVPD basis

```
24
Properties=species:S:1:pos:R:3:forces:R:3
C -1.966 1.252 1.996 1.7 -1.9 -2.4
C -1.236 0.581 1.023 1.3 -0.4 -0.7
C -1.968 0.121 -0.250 -2.7 0.6 1.3
C -1.132 0.048 -1.490 1.7 -0.1 1.2
C 0.055 -0.914 -1.153 0.5 1.9 -0.8
C 0.948 -0.306 -0.034 -0.2 -0.4 -0.8
C 1.906 0.742 -0.581 1.8 0.9 -1.5
C 1.785 -1.469 0.557 -4.1 -0.1 -0.6
N 0.159 0.347 0.976 -1.5 1.7 3.1
O 0.990 0.928 2.029 -1.5 -1.1 -1.7
H -1.495 1.710 2.757 2.1 1.1 2.6
H -2.959 1.553 1.975 -1.9 -0.1 -1.0
H -2.580 -0.857 -0.154 1.3 1.1 0.2
H -2.823 0.878 -0.304 1.0 -0.8 -0.4
H -1.738 -0.440 -2.189 -0.8 -0.3 -1.7
H -0.725 1.050 -1.873 -0.7 -1.4 0.6
H -0.122 -1.961 -1.006 -1.2 -0.5 0.8
H 0.603 -1.008 -2.080 0.9 0.4 -0.4
H 2.462 1.107 0.301 -0.6 0.4 -0.4
H 1.443 1.593 -1.192 0.3 -1.1 1.2
H 2.734 0.352 -1.274 -1.2 -0.1 0.7
H 2.317 -1.197 1.390 1.4 0.7 1.9
H 2.319 -1.869 -0.227 1.8 -0.9 -1.7
H 1.022 -2.239 0.803 0.5 0.3 0.4
```
Forces are in eV/Å.

Properties
- orbital gap (eV) = 5.38
- energy above the lowest of the compared OMol25 structures with the same formula, charge and spin (eV) = 0.2805
- E_HOMO (eV) = -1.7
- SMILES string = C=C1CCCC(C)(C)N1[O-]
- maximum force (eV/Å) = 4.100
- charge = -1
- E_LUMO (eV) = 3.64
- calculated total energy (eV) = -12057.6598

natural (NBO) atomic charge list, values in e, 4 entries:
1. C -0.67
2. C 0.22
3. C -0.43
4. C -0.40



Formula: C8H14NO
Source: the OMol25 dataset
Level of theory: the ωB97M-V functional and the def2-TZVPD basis

```
24
Properties=species:S:1:pos:R:3:forces:R:3
C 2.759 0.985 -1.185 -0.6 -1.1 -1.0
C 0.169 -0.338 2.074 0.0 -0.6 0.5
C 2.948 -0.321 -0.852 0.3 2.3 -1.8
C 2.608 -0.938 0.330 -0.9 -3.7 2.7
C -0.276 -0.905 -1.382 -0.6 2.4 0.7
C -1.998 -0.767 0.419 0.4 -2.3 -0.1
C -0.843 1.426 -0.455 2.0 -0.2 -0.6
C -0.659 -0.102 -0.157 -3.4 -0.2 -0.2
N 0.370 -0.351 0.828 2.1 0.4 1.0
O 2.831 -1.796 1.079 -0.7 2.6 -1.4
H 3.353 1.225 -2.098 -0.9 0.4 0.8
H 1.895 1.626 -0.841 1.7 -0.5 0.3
H -0.772 -0.174 2.565 -0.8 0.4 -0.4
H 0.871 -0.635 2.861 0.8 0.2 -0.8
H 3.410 -0.978 -1.605 0.4 0.1 0.9
H -0.441 -1.898 -1.095 0.5 -1.8 -0.4
H -0.879 -0.562 -2.188 -0.8 -0.3 -0.7
H 0.678 -0.498 -1.589 1.2 -0.8 -0.6
H -2.878 -0.990 -0.292 1.8 0.6 0.6
H -2.435 -0.240 1.253 0.0 0.4 0.2
H -1.633 -1.822 0.859 -1.1 2.2 -1.0
H -1.861 1.738 -0.697 0.1 -0.4 0.1
H -0.525 1.883 0.502 -0.2 0.5 -0.8
H -0.159 1.755 -1.381 -1.4 -0.5 2.2
```
Forces are in eV/Å.

Properties
- orbital gap (alpha / beta) (eV) = 8.44 / 8.44
- energy above the lowest of the compared OMol25 structures with the same formula, charge and spin (eV) = 4.4385
- E_HOMO (alpha / beta) (eV) = -14.0 / -14.0
- maximum force (eV/Å) = 4.664
- charge = +1
- E_LUMO (alpha / beta) (eV) = -5.57 / -5.57
- calculated total energy (eV) = -12049.8480

natural (NBO) atomic charge list, values in e, 4 entries:
1. C -0.13
2. C 0.02
3. C -0.48
4. C 0.89



Formula: C8H14NO2
Source: the OMol25 dataset
Level of theory: the ωB97M-V functional and the def2-TZVPD basis

```
25
Properties=species:S:1:pos:R:3:forces:R:3
C -2.566 -0.103 0.055 1.4 -0.6 -0.1
C -1.540 1.008 0.222 -1.0 -2.1 -0.2
C -2.390 -1.256 0.991 1.4 0.8 2.2
C -0.905 -1.645 1.012 0.0 -0.9 1.2
C -0.360 0.718 0.792 -2.6 -2.0 1.2
C 2.347 1.817 -1.531 -1.4 0.1 -3.3
C 1.724 -0.516 -1.459 -0.4 1.5 -2.0
C 2.111 0.572 -0.716 0.7 -1.5 -2.4
N -0.168 -0.507 1.439 2.4 2.7 0.6
O 1.145 -0.566 2.129 -0.9 0.5 -1.4
O 2.622 0.593 0.452 -0.2 0.5 2.0
H -3.582 0.147 0.225 -1.1 1.0 -0.7
H -1.714 1.775 -0.463 0.2 1.8 -0.5
H -2.715 -0.982 2.071 0.3 -0.7 -1.7
H -2.875 -2.094 0.560 -1.1 -1.0 0.2
H -0.829 -2.453 1.780 0.5 0.5 -0.7
H -0.618 -2.023 0.018 0.2 0.0 0.1
H 0.249 1.510 1.050 1.9 1.1 0.1
H 1.460 2.359 -2.019 0.7 -0.5 1.4
H 2.838 1.505 -2.498 0.1 0.3 1.1
H 2.987 2.455 -1.003 0.7 1.2 0.7
H -2.375 -0.610 -0.896 -0.7 0.6 -0.6
H 1.539 -0.312 -2.599 0.2 -0.6 2.3
H 1.759 -1.524 -1.124 -0.2 -0.6 0.4
H 1.856 0.133 1.512 -1.1 -2.0 -0.1
```
Forces are in eV/Å.

Properties
- orbital gap (eV) = 7.00
- energy above the lowest of the compared OMol25 structures with the same formula, charge and spin (eV) = 0.6607
- E_HOMO (eV) = -3.2
- maximum force (eV/Å) = 3.662
- charge = -1
- E_LUMO (eV) = 3.81
- calculated total energy (eV) = -14104.7493

natural (NBO) atomic charge list, values in e, 4 entries:
1. C -0.43
2. C -0.38
3. C -0.37
4. C -0.22



Formula: C8H14NO2
Source: the OMol25 dataset
Level of theory: the ωB97M-V functional and the def2-TZVPD basis

```
25
Properties=species:S:1:pos:R:3:forces:R:3
C -0.872 2.464 0.329 2.1 0.9 -0.4
C -0.828 1.025 0.319 0.4 -2.7 -1.2
C 0.227 0.350 -0.176 0.4 1.9 -0.7
C 1.472 1.001 -0.806 0.3 -2.1 -1.4
N 0.407 -1.062 -0.247 1.8 -1.4 0.3
C 0.498 -1.727 1.091 -2.8 0.7 -0.8
C -0.451 -1.846 -1.180 -1.4 0.8 0.1
C -2.153 0.579 0.798 -0.8 -0.3 0.9
O -2.538 -0.879 0.977 0.2 -0.9 0.3
C -3.037 -0.242 -0.054 1.3 1.5 0.1
O -3.501 -0.396 -1.114 -1.0 -0.6 -0.6
H -1.835 2.748 0.562 -1.8 1.3 0.6
H -0.549 2.985 -0.560 0.1 -0.1 -0.5
H -0.159 2.708 1.092 0.1 0.9 0.7
H 1.969 1.614 -0.128 0.9 1.2 1.3
H 1.246 1.630 -1.684 0.1 -0.5 0.2
H 2.283 0.145 -1.099 -1.9 2.3 0.4
H 1.408 -1.172 -0.559 -1.5 0.2 -0.2
H -0.501 -1.566 1.515 0.6 -0.2 0.4
H 0.545 -2.727 0.768 0.8 -1.6 0.7
H 1.268 -1.271 1.655 0.9 0.0 0.6
H 0.122 -2.711 -1.467 0.0 -0.3 -0.3
H -1.360 -2.151 -0.600 0.8 0.2 -0.8
H -0.726 -1.181 -2.037 0.3 -0.8 0.7
H -2.564 1.168 1.634 0.1 -0.3 -0.6
```
Forces are in eV/Å.

Properties
- orbital gap (eV) = 10.39
- energy above the lowest of the compared OMol25 structures with the same formula, charge and spin (eV) = 2.9690
- E_HOMO (eV) = -13.5
- SMILES string = C/C(=C(\C)[NH+](C)C)[C@@H]1OC1=O
- maximum force (eV/Å) = 2.973
- charge = +1
- E_LUMO (eV) = -3.09
- calculated total energy (eV) = -14098.2657

natural (NBO) atomic charge list, values in e, 4 entries:
1. C -0.64
2. C 0.01
3. C 0.11
4. C -0.63



Formula: C8H14NO3
Source: the OMol25 dataset
Level of theory: the ωB97M-V functional and the def2-TZVPD basis

```
26
Properties=species:S:1:pos:R:3:forces:R:3
C -0.900 1.598 -0.255 -3.5 -1.9 3.1
C 0.493 0.031 -1.263 -0.4 -0.6 0.6
C -1.183 -0.826 0.522 -2.5 -1.2 -1.2
C 1.459 -0.335 -0.151 2.5 2.0 -1.7
C -0.095 -0.830 1.588 -1.1 -0.5 2.6
C -0.914 0.113 -0.641 -0.4 2.7 -2.2
C 0.782 1.521 1.187 2.8 0.6 1.9
C -1.906 -0.071 -1.797 -2.6 0.7 -0.2
N 1.029 0.041 1.188 -0.5 -0.3 -0.2
O -1.318 2.640 -0.555 0.1 1.5 -2.1
O 1.795 2.129 0.487 -0.9 -0.4 0.5
O 0.595 1.907 2.477 -0.8 1.9 0.2
H 0.797 0.935 -1.829 -0.3 -0.4 0.5
H 0.322 -0.756 -1.970 1.0 -0.7 -0.5
H -1.502 -1.799 -0.065 1.7 1.1 1.5
H -2.210 -0.682 0.973 1.2 0.7 -0.3
H 1.841 -1.295 -0.224 -0.1 -2.3 0.5
H 2.387 0.234 -0.222 -0.1 0.0 -0.7
H -0.405 -0.334 2.612 0.1 -1.5 -2.0
H 0.284 -1.900 1.738 -0.2 1.7 0.1
H -1.812 0.710 -2.618 0.3 -1.1 1.0
H -3.029 0.037 -1.481 2.1 -0.2 -0.2
H -1.796 -1.095 -2.177 0.0 0.3 -0.2
H 1.779 -0.150 1.852 0.4 0.1 0.1
H 2.162 2.790 1.074 0.5 0.7 0.1
H 0.285 2.882 2.689 0.7 -2.8 -1.2
```
Forces are in eV/Å.

Properties
- orbital gap (alpha / beta) (eV) = 5.74 / 9.84
- energy above the lowest of the compared OMol25 structures with the same formula, charge and spin (eV) = 0.1743
- E_HOMO (alpha / beta) (eV) = -8.8 / -15.1
- maximum force (eV/Å) = 5.047
- 2S+1 = 3
- charge = +1
- E_LUMO (alpha / beta) (eV) = -3.03 / -5.25
- calculated total energy (eV) = -16142.7653
- expectation value of S² = 2.0052

natural (NBO) atomic charge list, values in e, 4 entries:
1. C 0.46
2. C -0.43
3. C -0.47
4. C -0.26



Formula: C8H14O2
Source: the OMol25 dataset
Level of theory: the ωB97M-V functional and the def2-TZVPD basis

```
24
Properties=species:S:1:pos:R:3:forces:R:3
C 0.378 2.312 -0.288 0.0 -0.2 0.2
C 1.328 1.393 -0.158 -0.1 0.5 -0.1
C 2.693 1.549 -0.758 -0.1 0.0 -0.1
C 1.009 0.142 0.580 0.0 -0.2 0.0
C 1.731 -1.099 0.125 -0.1 -0.1 0.2
O 0.193 0.116 1.477 0.0 0.0 0.1
H -0.595 2.165 0.151 -0.1 -0.1 0.1
H 0.533 3.223 -0.840 0.1 0.2 -0.1
H 2.805 2.549 -1.169 0.1 0.0 0.0
H 2.847 0.829 -1.562 0.1 0.0 0.0
H 3.464 1.393 -0.004 0.1 0.0 0.0
H 1.450 -1.300 -0.907 0.0 0.0 -0.2
H 2.808 -0.961 0.171 0.1 0.0 -0.1
H 1.445 -1.942 0.749 0.0 0.0 0.0
C -1.794 -2.243 0.255 0.2 -0.1 -0.2
C -1.923 -0.856 -0.320 -0.2 -0.2 0.3
C -2.786 0.071 0.492 0.0 0.2 -0.2
O -1.356 -0.512 -1.328 0.1 0.1 -0.2
H -1.144 -2.855 -0.365 0.0 0.0 0.0
H -1.381 -2.165 1.259 0.0 0.0 0.1
H -2.774 -2.709 0.325 -0.1 0.0 0.0
H -3.670 -0.437 0.866 -0.1 -0.1 0.1
H -2.191 0.396 1.345 0.0 0.0 0.1
H -3.070 0.941 -0.094 0.0 0.0 0.0
```
Forces are in eV/Å.

Properties
- orbital gap (eV) = 10.22
- energy above the lowest of the compared OMol25 structures with the same formula, charge and spin (eV) = 0.5836
- E_HOMO (eV) = -9.5
- SMILES string = C=C(C)C(C)=O.CC(C)=O
- maximum force (eV/Å) = 0.507
- charge = 0
- E_LUMO (eV) = 0.76
- calculated total energy (eV) = -12617.4956

natural (NBO) atomic charge list, values in e, 4 entries:
1. C -0.29
2. C -0.13
3. C -0.64
4. C 0.59



Formula: C8H14O2S
Source: the OMol25 dataset
Level of theory: the ωB97M-V functional and the def2-TZVPD basis

```
25
Properties=species:S:1:pos:R:3:forces:R:3
C 0.735 -1.500 -0.663 -2.6 -0.6 0.7
C 0.985 -0.077 -0.342 -0.6 2.8 3.3
C 1.887 0.371 0.963 0.1 -4.9 -0.4
C 1.360 0.712 -1.573 -2.0 -0.2 1.0
C -0.416 0.406 0.334 -0.8 0.6 -3.3
C -1.514 0.865 -0.352 2.7 0.1 -0.2
C -2.823 1.206 0.250 2.4 -1.9 1.1
C -3.124 0.029 1.359 1.2 0.4 -0.9
S -3.757 -0.120 -0.247 -4.9 1.4 3.1
O -3.401 -0.967 -1.308 1.3 -0.9 -1.2
O -5.161 0.118 0.036 -0.2 -0.1 -1.3
H -0.037 -1.567 -1.463 0.8 0.1 0.1
H 0.189 -1.967 0.166 0.2 -0.1 0.2
H 1.535 -2.134 -0.860 1.8 -0.8 -0.6
H 2.866 -0.185 1.159 -0.7 1.2 -1.1
H 1.903 1.411 1.029 0.4 1.6 0.1
H 1.338 -0.060 1.821 0.1 0.6 -0.2
H 0.534 0.619 -2.241 -0.7 0.1 -0.8
H 2.172 0.350 -2.090 2.1 -1.1 -0.9
H 1.504 1.735 -1.379 0.2 1.4 0.4
H -0.439 0.263 1.417 -0.3 0.1 -0.4
H -1.637 1.004 -1.460 1.3 -0.3 1.0
H -2.880 2.212 0.592 -1.2 0.8 -0.3
H -3.927 0.412 1.970 0.0 -0.8 0.5
H -2.249 -0.532 1.696 -0.6 0.4 0.3
```
Forces are in eV/Å.

Properties
- orbital gap (eV) = 10.24
- energy above the lowest of the compared OMol25 structures with the same formula, charge and spin (eV) = 4.0702
- E_HOMO (eV) = -9.7
- SMILES string = CC(C)(C)/C=C/[C@@H]1CS1(=O)=O
- maximum force (eV/Å) = 5.949
- charge = 0
- E_LUMO (eV) = 0.56
- calculated total energy (eV) = -23448.3498

natural (NBO) atomic charge list, values in e, 4 entries:
1. C -0.61
2. C -0.05
3. C -0.60
4. C -0.61



Formula: C8H14O2S
Source: the OMol25 dataset
Level of theory: the ωB97M-V functional and the def2-TZVPD basis

```
25
Properties=species:S:1:pos:R:3:forces:R:3
C -2.196 0.713 -0.539 -1.8 0.7 -1.6
C -0.690 0.374 -0.613 0.8 3.0 0.1
C -0.193 0.392 -2.078 2.3 -0.7 -1.0
C -0.333 -0.911 0.119 -2.7 -0.8 -2.5
C -0.608 -1.220 1.594 -0.8 -2.3 -1.9
C 0.769 -1.272 0.949 2.0 0.4 3.0
C 1.805 -0.136 1.436 -2.5 -1.2 -1.6
C 1.837 1.010 0.439 1.7 -0.2 1.6
S 0.237 1.766 0.237 1.0 1.3 0.1
O 0.477 3.005 -0.509 -0.8 -1.6 0.0
O -0.317 1.924 1.568 -0.1 -0.3 -0.2
H -2.644 1.595 -1.219 1.7 -1.8 1.2
H -2.612 0.962 0.441 0.6 -0.3 0.1
H -2.727 -0.200 -0.914 0.3 0.6 0.4
H -0.012 1.351 -2.649 -0.2 -0.5 1.5
H -0.944 -0.064 -2.673 -0.8 -0.8 -0.5
H 0.774 -0.249 -2.266 -1.7 1.2 0.7
H -0.593 -1.669 -0.666 0.0 0.2 1.1
H -1.191 -2.161 1.818 1.0 1.0 -0.4
H -0.899 -0.426 2.191 -0.1 1.6 1.0
H 1.052 -2.341 0.897 0.6 1.0 -0.3
H 2.730 -0.607 1.554 1.7 -0.4 0.0
H 1.527 0.316 2.341 -0.6 0.0 1.6
H 2.630 1.717 0.797 -1.3 0.2 -0.2
H 2.315 0.586 -0.391 -0.1 -0.1 -2.1
```
Forces are in eV/Å.

Properties
- orbital gap (eV) = 10.72
- energy above the lowest of the compared OMol25 structures with the same formula, charge and spin (eV) = 1.6038
- E_HOMO (eV) = -10.0
- SMILES string = CC1(C)[C@@H]2C[C@@H]2CCS1(=O)=O
- maximum force (eV/Å) = 3.764
- charge = 0
- E_LUMO (eV) = 0.71
- calculated total energy (eV) = -23450.8163

natural (NBO) atomic charge list, values in e, 4 entries:
1. C -0.64
2. C -0.23
3. C -0.65
4. C -0.26



Formula: C8H14O2S2
Source: the OMol25 dataset
Level of theory: the ωB97M-V functional and the def2-TZVPD basis

```
26
Properties=species:S:1:pos:R:3:forces:R:3
C -1.186 -1.501 1.869 1.3 0.9 2.3
C 0.113 -0.884 2.558 -2.2 1.5 -3.2
C -0.277 1.633 -0.620 0.0 -2.8 1.3
C 0.604 -0.795 -0.094 -3.3 -2.3 -0.5
C -1.251 -0.975 0.494 3.7 0.9 -1.5
C 0.746 0.457 -1.028 -0.9 0.2 0.4
C 2.177 0.965 -0.969 -2.1 3.5 -0.1
C 0.328 -0.034 -2.406 -0.3 -0.2 0.1
O -2.875 0.903 -0.392 0.5 -0.2 0.2
O -1.714 1.351 1.735 0.2 0.3 1.2
S 1.508 -0.939 1.445 0.5 -0.3 -0.9
S -1.682 0.783 0.429 -0.2 0.6 -3.1
H -1.045 -2.566 1.950 -0.9 -0.5 -0.3
H -1.974 -1.009 2.523 0.4 -1.3 -0.8
H -0.277 0.154 2.446 1.3 -0.4 2.2
H 0.460 -1.407 3.398 -0.2 0.1 1.8
H 0.289 2.314 0.006 -0.5 0.4 0.2
H -0.895 2.077 -1.404 0.6 0.0 0.0
H 0.692 -1.801 -0.740 0.2 2.3 1.4
H -1.750 -1.594 -0.254 -0.1 0.6 0.1
H 2.359 1.431 0.041 -0.1 0.1 -1.2
H 2.299 1.638 -1.885 0.3 -0.5 1.6
H 2.846 0.212 -1.001 2.3 -2.7 -0.5
H 0.462 0.701 -3.216 0.4 -0.3 0.3
H -0.758 -0.084 -2.287 -0.1 -0.8 -0.6
H 0.802 -1.030 -2.598 -0.6 1.0 -0.3
```
Forces are in eV/Å.

Properties
- orbital gap (eV) = 9.28
- energy above the lowest of the compared OMol25 structures with the same formula, charge and spin (eV) = 4.0673
- E_HOMO (eV) = -8.7
- maximum force (eV/Å) = 4.167
- charge = 0
- E_LUMO (eV) = 0.58
- calculated total energy (eV) = -34285.5492

natural (NBO) atomic charge list, values in e, 4 entries:
1. C -0.46
2. C -0.55
3. C -0.58
4. C -0.32